Density functional theory data (ωB97M-V with the def2-TZVPD basis set) for a cluster of 14 separate species, C53H81NO25 in total in a non-equilibrium geometry.

The net charge is +1. Its spin multiplicity is 2. The LUMO energy (alpha / beta) comes out at -3.3 / -7.5 eV. As for the expectation value of S²: 0.76.

The geometry in XYZ format:
```
160
C53H81NO25 (ωB97M-V with the def2-TZVPD basis set)
O 4.476 6.930 -2.063
C 3.509 6.181 -1.931
O 3.139 5.430 -2.970
C 2.319 4.401 -2.473
C 1.670 4.960 -1.240
C 2.688 5.904 -0.670
H 2.824 3.455 -2.279
H 1.522 4.270 -3.205
H 1.429 4.143 -0.559
H 0.664 5.370 -1.335
H 3.221 5.427 0.153
H 2.201 6.798 -0.282
O -0.626 0.916 4.378
C -1.701 1.503 4.368
O -2.690 1.289 5.333
C -3.858 2.152 5.136
C -3.682 2.656 3.693
C -2.245 2.569 3.370
H -3.778 2.960 5.863
H -4.812 1.634 5.230
H -4.083 3.659 3.549
H -4.234 2.019 3.001
H -1.715 3.504 3.553
H -2.114 2.291 2.325
O -0.275 -1.901 -2.240
C -0.469 -3.051 -1.868
O 0.325 -4.011 -2.287
C -0.117 -5.320 -1.972
C -1.605 -5.068 -1.588
C -1.559 -3.630 -1.056
H 0.475 -5.612 -1.104
H 0.046 -5.923 -2.865
H -1.864 -5.814 -0.837
H -2.322 -5.266 -2.385
H -1.168 -3.546 -0.043
H -2.510 -3.102 -1.128
O -3.270 -4.597 1.813
C -2.681 -3.995 2.727
O -2.146 -4.662 3.724
C -1.588 -3.786 4.691
C -2.221 -2.397 4.400
C -2.512 -2.505 2.886
H -0.511 -3.752 4.524
H -1.790 -4.088 5.719
H -1.543 -1.582 4.655
H -3.166 -2.221 4.916
H -1.668 -2.301 2.227
H -3.440 -2.023 2.578
O 0.755 -2.055 1.585
C 0.887 -1.105 0.793
O 2.043 -0.803 0.092
C 1.971 0.436 -0.609
C 0.501 0.909 -0.450
C -0.140 -0.004 0.596
H 2.300 0.396 -1.647
H 2.620 1.171 -0.132
H 0.028 0.700 -1.410
H 0.324 1.965 -0.244
H -1.061 -0.459 0.231
H -0.343 0.522 1.529
O 4.500 2.904 1.889
C 3.476 3.041 2.636
O 2.290 2.841 2.150
C 1.249 3.226 2.978
C 1.993 3.023 4.347
C 3.414 3.443 4.056
H 0.346 2.652 2.772
H 0.925 4.254 2.817
H 1.956 1.987 4.683
H 1.561 3.651 5.126
H 4.161 2.961 4.686
H 3.545 4.520 4.161
O -3.311 0.857 -6.258
C -3.518 0.777 -5.054
O -2.779 -0.041 -4.255
C -3.166 0.071 -2.897
C -4.619 0.583 -2.993
C -4.525 1.500 -4.165
H -2.458 0.708 -2.367
H -3.063 -0.891 -2.397
H -4.832 1.097 -2.055
H -5.272 -0.288 -3.054
H -4.133 2.491 -3.940
H -5.433 1.445 -4.766
O 5.285 -2.680 -5.262
C 5.217 -2.696 -4.034
O 6.314 -2.631 -3.315
C 5.974 -2.172 -1.989
C 4.458 -1.938 -1.965
C 3.985 -2.757 -3.155
H 6.564 -1.283 -1.765
H 6.231 -2.812 -1.146
H 4.310 -0.864 -2.081
H 4.117 -2.252 -0.978
H 3.084 -2.442 -3.682
H 3.863 -3.814 -2.918
O 1.014 1.588 -3.464
C 1.340 1.012 -4.486
O 1.274 1.615 -5.726
C 1.442 0.692 -6.727
C 2.243 -0.416 -6.126
C 1.994 -0.357 -4.616
H 1.988 1.247 -7.491
H 0.472 0.395 -7.125
H 3.296 -0.236 -6.345
H 1.912 -1.370 -6.539
H 2.921 -0.319 -4.044
H 1.345 -1.167 -4.282
O -3.260 0.779 0.769
C -4.099 -0.105 0.698
O -3.749 -1.295 0.199
C -4.833 -2.194 0.069
C -6.067 -1.290 0.129
C -5.602 -0.072 0.969
H -4.877 -2.971 0.832
H -4.702 -2.624 -0.924
H -6.935 -1.777 0.572
H -6.291 -0.994 -0.896
H -5.806 -0.247 2.026
H -5.917 0.896 0.581
O 3.114 -4.024 4.943
C 3.058 -2.823 4.829
O 2.175 -2.073 5.592
C 2.304 -0.736 5.276
C 3.020 -0.668 3.939
C 3.756 -1.933 3.838
H 2.857 -0.202 6.048
H 1.315 -0.283 5.197
H 3.596 0.250 3.819
H 2.394 -0.530 3.057
H 4.796 -1.716 4.085
H 3.785 -2.518 2.919
O 3.022 -8.039 1.871
C 2.591 -6.880 1.716
O 1.659 -6.419 2.586
C 1.237 -5.152 2.198
C 2.307 -4.561 1.277
C 2.871 -5.861 0.569
H 1.151 -4.455 3.032
H 0.307 -5.219 1.634
H 3.148 -4.173 1.852
H 2.129 -3.843 0.477
H 3.932 -5.859 0.317
H 2.252 -6.197 -0.263
C -1.459 4.516 0.724
O -1.146 5.433 1.803
H -0.631 3.826 0.562
H -2.400 4.049 1.014
H -1.492 5.055 -0.222
H -1.993 5.522 2.246
N -1.487 3.480 -4.060
C -1.812 3.876 -2.810
C -2.482 5.055 -2.845
C -2.676 5.366 -4.156
C -1.983 4.403 -4.928
H -0.836 2.733 -4.259
H -1.464 3.244 -2.005
H -2.934 5.593 -2.025
H -3.290 6.197 -4.471
H -1.932 4.364 -6.006
```